## one
24
Properties=species:S:1:pos:R:3:nbo_charge:R:1 method="wB97M-V/def2-TZVPD" gap_ev=11.3723 charge=0 smiles=O.O.O.O.O.O.O.O lumo_energy_ev=0.1 spin_multiplicity=1
H 8.38 13.35 8.31 0.467
O 13.08 15.36 5.90 -0.941
H 14.03 13.70 11.40 0.469
H 19.30 13.58 9.46 0.466
H 17.79 13.54 9.35 0.471
H 14.95 15.25 3.02 0.473
H 14.15 12.28 11.92 0.470
H 7.10 13.69 9.03 0.467
O 6.96 18.48 3.90 -0.935
O 18.58 13.72 8.85 -0.937
O 15.42 15.10 2.21 -0.941
H 8.87 18.80 7.88 0.469
O 12.25 19.27 1.92 -0.935
H 16.30 14.84 2.49 0.467
H 7.71 18.06 4.32 0.470
H 11.37 19.46 1.59 0.466
H 12.25 15.78 6.14 0.472
O 14.44 12.86 11.21 -0.938
H 6.26 18.40 4.55 0.465
H 10.35 18.91 8.14 0.471
O 9.71 18.43 7.62 -0.940
H 12.28 18.32 1.98 0.469
H 13.16 14.63 6.52 0.469
O 8.05 13.65 9.15 -0.935



## two
24
Properties=species:S:1:pos:R:3:nbo_charge:R:1 method="wB97M-V/def2-TZVPD" gap_ev=10.4751 charge=0 smiles=O.O.O.O.O.O.O.O lumo_energy_ev=-0.2 spin_multiplicity=1
O 26.51 2.90 -24.35 -0.951
H 22.82 1.93 -26.91 0.506
H 24.27 2.39 -27.13 0.485
H 23.10 1.95 -29.67 0.482
H 27.37 -0.28 -28.07 0.464
O 26.83 -0.18 -27.27 -0.934
H 26.62 0.75 -27.21 0.466
H 26.45 2.60 -25.27 0.481
H 26.43 2.59 -28.11 0.490
O 22.49 2.12 -30.39 -0.950
O 23.34 -0.85 -28.67 -0.962
O 26.58 2.82 -27.19 -0.976
H 23.51 0.03 -28.30 0.486
H 20.62 2.70 -26.25 0.497
H 20.46 0.29 -27.21 0.477
O 21.08 1.85 -26.23 -0.961
O 23.57 1.86 -27.52 -0.999
H 22.91 -1.34 -27.97 0.467
H 20.25 -0.29 -28.61 0.476
H 27.10 3.63 -27.23 0.497
H 20.99 1.54 -25.32 0.492
O 19.85 -0.25 -27.73 -0.963
H 22.89 1.72 -31.16 0.465
H 27.43 3.16 -24.23 0.464



two (0.865 eV below the next structure)



## one
24
Properties=species:S:1:pos:R:3:nbo_charge:R:1 method="wB97M-V/def2-TZVPD" gap_ev=11.0318 charge=0 smiles=O.O.O.O.O.O.O.O lumo_energy_ev=0.1 spin_multiplicity=1
H -0.16 1.67 1.16 0.469
O 1.96 -3.22 -3.26 -0.936
H 1.51 -2.72 -3.94 0.470
O 3.04 -2.10 1.71 -0.942
H -2.60 6.08 2.26 0.466
H -1.37 3.21 -5.20 0.471
O -1.22 -4.77 -0.06 -0.934
O -1.14 2.42 -4.71 -0.940
H -2.97 0.53 -2.96 0.472
O 3.24 0.35 5.61 -0.935
H -0.59 2.74 -4.00 0.470
H 0.60 0.39 0.90 0.471
H -1.08 -5.68 -0.34 0.467
H 2.85 -0.45 5.27 0.468
O -0.17 0.88 0.62 -0.940
H 2.04 -2.60 -2.53 0.466
H -2.75 -0.30 -1.71 0.470
H 2.59 0.70 6.22 0.468
H 3.80 -1.69 1.29 0.471
O -3.43 -0.02 -2.33 -0.943
O -3.17 6.01 1.49 -0.934
H -4.02 5.74 1.85 0.469
H -0.36 -4.49 0.27 0.467
H 3.42 -2.67 2.38 0.471



## two
24
Properties=species:S:1:pos:R:3:nbo_charge:R:1 method="wB97M-V/def2-TZVPD" gap_ev=10.3507 charge=0 smiles=O.O.O.O.O.O.O.O lumo_energy_ev=-0.5 spin_multiplicity=1
O -3.25 -2.87 -1.97 -0.935
H 4.72 2.36 0.05 0.463
O -0.43 3.59 0.39 -0.936
O -0.91 3.45 -2.19 -0.963
H -0.49 0.59 2.72 0.456
H -1.87 3.37 -2.14 0.457
O -0.96 -0.24 2.59 -0.936
H -0.91 -0.68 3.44 0.481
H -0.61 3.31 -1.29 0.481
H -2.92 -0.19 1.31 0.470
H -2.63 -3.60 -2.07 0.470
O 5.09 1.47 -0.01 -0.933
H 4.35 0.93 -0.31 0.470
O -3.24 -1.10 1.33 -0.931
H -4.07 -3.29 -1.68 0.465
H -0.77 2.93 1.00 0.475
H 0.40 3.88 0.79 0.485
O 4.28 -3.73 -0.31 -0.936
O 0.45 -0.64 -0.89 -0.935
H 3.37 -3.47 -0.10 0.470
H -4.13 -1.04 0.96 0.460
H 0.69 0.02 -0.24 0.459
H -0.45 -0.40 -1.15 0.476
H 4.27 -4.69 -0.25 0.466



## three
24
Properties=species:S:1:pos:R:3:nbo_charge:R:1 method="wB97M-V/def2-TZVPD" gap_ev=10.9538 charge=0 smiles=O.O.O.O.O.O.O.O lumo_energy_ev=0.1 spin_multiplicity=1
O 3.09 -0.72 -1.95 -0.945
H -3.87 1.58 -1.18 0.466
H 3.75 0.09 0.15 0.464
H -3.10 -3.03 -0.04 0.467
H 0.91 1.70 2.17 0.484
O 1.59 1.04 2.37 -0.938
O -0.57 -1.15 0.62 -0.928
O 1.04 -2.18 -0.77 -0.903
H -3.69 -2.37 1.15 0.463
H 3.04 0.07 1.42 0.459
O -4.01 2.42 -0.93 -0.944
H 1.44 0.31 1.82 0.455
H -4.73 2.47 -0.25 0.478
H 0.32 3.43 -0.63 0.460
H 2.67 0.13 -1.76 0.484
H -1.10 3.48 -0.65 0.474
H 0.90 -1.80 -1.65 0.448
H 2.44 -1.31 -2.39 0.459
O 3.36 0.70 0.76 -0.925
H -0.94 -0.22 0.86 0.463
O -0.36 2.92 -0.31 -0.934
H 1.56 -2.93 -0.95 0.457
O -3.59 -3.25 0.73 -0.930
H -0.13 -1.39 1.42 0.465



## four
24
Properties=species:S:1:pos:R:3:nbo_charge:R:1 method="wB97M-V/def2-TZVPD" gap_ev=10.5361 charge=0 smiles=O.O.O.O.O.O.O.O lumo_energy_ev=0.2 spin_multiplicity=1
O 0.00 0.16 0.34 -0.956
O 0.28 -0.44 2.71 -0.976
H 0.09 -0.73 0.14 0.491
O 3.56 1.33 -2.93 -0.957
H 4.48 1.09 -2.91 0.476
H -0.85 3.22 -1.25 0.480
H 3.86 1.20 1.80 0.468
H -2.61 -2.98 -0.85 0.465
H -2.16 -1.38 -2.17 0.463
O -1.80 -0.83 -1.51 -0.952
O 3.59 0.45 1.26 -0.924
O -3.20 -3.26 -0.21 -0.932
H 0.49 0.23 2.02 0.495
H -1.63 -2.09 2.37 0.476
H 3.45 2.31 -3.23 0.481
H 0.88 -1.22 2.37 0.461
H -1.01 3.60 0.35 0.489
O -2.16 -1.64 1.63 -0.952
H 0.60 0.69 -0.30 0.485
H -2.55 -0.45 -0.96 0.491
O -0.56 3.76 -0.53 -0.969
H -1.86 -0.73 1.71 0.474
H 3.19 0.83 0.56 0.457
H -4.10 -3.10 -0.42 0.466



one (0.141 eV below the next structure)



## one
24
Properties=species:S:1:pos:R:3:nbo_charge:R:1 method="wB97M-V/def2-TZVPD" gap_ev=10.4403 charge=0 smiles=O.O.O.O.O.O.O.O lumo_energy_ev=-0.1 spin_multiplicity=1
H 4.48 -0.29 -0.70 0.469
H 2.02 -1.24 2.64 0.467
H -4.20 2.03 -0.45 0.463
H -3.81 0.63 0.00 0.470
O -1.56 -0.40 1.37 -0.938
O 0.69 -0.82 -0.60 -0.940
O 1.42 -1.98 2.50 -0.942
H 3.47 -0.24 -1.83 0.459
H -0.81 -0.07 1.87 0.470
O 1.56 3.89 0.29 -0.933
H -1.05 1.69 0.13 0.474
H 1.13 -1.88 1.59 0.473
O -0.44 1.54 -0.60 -0.928
O -3.48 1.39 -0.49 -0.932
O 4.27 -0.69 -1.55 -0.927
H -2.00 -1.00 1.98 0.468
H 0.51 -1.75 -0.44 0.480
H -2.45 -2.47 -2.41 0.472
O -1.93 -2.47 -1.59 -0.935
H -2.52 -2.86 -0.94 0.464
H 0.36 1.23 -0.18 0.452
H 2.14 3.17 0.02 0.459
H 1.46 -0.83 -1.19 0.462
H 0.76 3.44 0.60 0.472



## two
24
Properties=species:S:1:pos:R:3:nbo_charge:R:1 method="wB97M-V/def2-TZVPD" gap_ev=11.3641 charge=0 smiles=O.O.O.O.O.O.O.O lumo_energy_ev=0.1 spin_multiplicity=1
O 0.49 -0.26 0.46 -0.957
H -3.95 1.22 0.02 0.477
O 1.85 -3.61 -1.33 -0.939
O 3.34 1.56 -0.89 -0.954
H -0.25 0.27 0.14 0.475
H 2.94 2.03 -1.63 0.476
H 1.51 -2.96 -0.72 0.475
H 4.11 1.13 -1.27 0.479
H 2.53 -4.08 -0.84 0.464
H -3.28 -2.48 0.11 0.468
O -3.83 -3.24 -0.08 -0.940
O -3.06 1.56 0.04 -0.951
H -3.32 -3.98 0.23 0.472
H -0.24 -2.20 2.95 0.474
H -1.37 -2.00 3.94 0.467
H 1.26 0.29 0.33 0.481
H -1.60 0.98 -2.44 0.474
H 3.21 4.96 1.05 0.465
O -0.98 -2.65 3.36 -0.941
H 3.08 3.45 0.98 0.477
H -1.02 2.17 -3.16 0.464
O -1.07 1.21 -3.20 -0.938
O 2.80 4.21 1.49 -0.943
H -3.13 2.42 0.45 0.475



two (0.597 eV below the next structure)



## one
12
Properties=species:S:1:pos:R:3:nbo_charge:R:1 method="wB97M-V/def2-TZVPD" gap_ev=10.8250 charge=0 smiles="NC=O.C=C" lumo_energy_ev=0.8 spin_multiplicity=1
C 2.26 -1.72 0.63 -0.397
H -2.66 0.55 -0.79 0.391
C -2.05 2.30 0.11 0.528
N -2.29 0.96 0.04 -0.824
O -1.42 2.87 0.97 -0.589
H 3.05 -2.42 0.88 0.197
H 2.63 -1.96 -1.45 0.192
C 1.99 -1.59 -0.66 -0.378
H 1.81 -1.02 1.32 0.203
H -2.51 2.82 -0.75 0.098
H -1.90 0.32 0.71 0.397
H 1.08 -1.10 -1.00 0.183



## two
12
Properties=species:S:1:pos:R:3:nbo_charge:R:1 method="wB97M-V/def2-TZVPD" gap_ev=9.5555 charge=0 smiles="[H]/N=C(/C)OC" lumo_energy_ev=1.0 spin_multiplicity=1
C -1.53 -0.89 0.83 -0.259
H 1.20 -1.88 -0.56 0.402
C 1.34 1.13 -0.13 -0.742
H 1.23 0.80 -1.20 0.304
H -1.86 -0.79 -0.20 0.197
H -1.25 -1.93 1.01 0.190
N 0.72 -1.02 -0.68 -0.932
C 0.55 -0.09 0.17 0.676
O -0.43 0.00 1.07 -0.492
H -2.31 -0.58 1.52 0.194
H 1.03 2.08 0.32 0.223
H 2.42 0.97 -0.03 0.239



## three
12
Properties=species:S:1:pos:R:3:nbo_charge:R:1 method="wB97M-V/def2-TZVPD" gap_ev=9.4774 charge=0 lumo_energy_ev=0.9 spin_multiplicity=1
C 1.83 0.01 0.65 -0.259
H -0.51 1.69 1.14 0.367
N -0.71 1.17 0.28 -0.869
C -1.57 -0.77 -0.39 -0.805
H 1.85 0.65 -0.24 0.198
H -1.64 0.70 -0.53 0.427
O 0.62 -0.76 0.67 -0.480
H -2.52 -0.68 0.15 0.237
C -0.49 -0.14 0.27 0.587
H 1.94 0.62 1.55 0.180
H 2.65 -0.72 0.61 0.200
H -1.44 -1.72 -0.90 0.217



one (1.407 eV below the next structure)